1.
{"formula": "C2H2ClOS", "method": "wB97M-V/def2-TZVPD", "species": ["C", "C", "O", "S", "Cl", "H", "H"], "coordinates": [[-1.528, 0.122, 0.586], [0.881, 0.107, -0.422], [-1.312, -0.744, 1.343], [-2.347, 1.232, -0.144], [1.593, -1.535, 0.205], [1.092, -0.036, -1.595], [1.621, 0.854, 0.027]], "atomic_forces_ev_per_a": [[1.9, -2.1, 1.2], [0.6, -0.2, -1.4], [-0.3, 0.6, -0.5], [-1.0, 1.4, -1.0], [-0.1, 0.3, 0.0], [-0.3, 0.7, 2.4], [-0.8, -0.8, -0.8]], "lowdin_charge": [-0.988, -0.606, -0.017, 0.595, 0.133, -0.043, -0.073], "de_lowest_kj_mol": 235.83, "largest_force_ev_per_a": 3.10, "e_tot_ha": -1011.00989, "orbital_gap_ha": 0.2201, "charge": -1}



2.
{"formula": "C6H11N3", "method": "wB97M-V/def2-TZVPD", "species": ["C", "C", "C", "C", "C", "C", "H", "H", "H", "H", "H", "H", "H", "H", "H", "H", "H", "N", "N", "N"], "coordinates": [[-0.002, 2.476, 0.898], [-1.379, 0.821, 0.624], [-2.437, -0.292, 1.073], [0.333, -0.551, 0.148], [1.837, -1.639, -1.397], [1.151, -1.619, -2.745], [0.475, 3.507, 1.135], [0.590, 2.094, 1.840], [0.695, 2.322, -0.208], [-3.133, 0.477, 1.447], [-2.002, -0.855, 1.944], [-2.568, -1.194, 0.241], [0.110, -0.479, 1.288], [2.106, -1.102, 0.767], [2.943, -1.860, -1.230], [0.045, -1.390, -2.760], [1.982, -1.478, -3.616], [-1.409, 2.015, 1.132], [-0.534, 0.223, -0.423], [1.196, -1.476, -0.159]], "atomic_forces_ev_per_a": [[5.0, 1.9, 0.3], [-1.8, -2.0, -0.9], [1.8, 0.2, -1.0], [-5.8, 3.7, 4.0], [-1.4, -0.2, -5.3], [4.3, 1.0, 4.4], [-2.6, -0.4, -0.6], [-0.7, -0.5, -2.1], [-2.7, -0.3, 3.3], [-1.2, -1.5, -0.2], [-0.3, 0.8, -0.6], [-0.5, 3.0, 2.0], [1.5, -0.8, -1.3], [-3.2, -2.2, -3.7], [-1.7, 0.3, -0.9], [1.6, -0.2, -0.4], [-2.7, -0.7, 2.0], [2.8, -1.8, -1.8], [1.1, -0.1, 0.3], [6.5, -0.2, 2.4]], "lowdin_charge": [-0.216, -0.466, -0.047, -0.380, -0.201, 0.007, 0.057, 0.079, 0.150, 0.061, 0.063, 0.133, 0.141, 0.294, 0.103, 0.041, 0.083, 0.048, 0.079, -0.028], "de_lowest_kj_mol": 782.55, "largest_force_ev_per_a": 7.97, "e_tot_ha": -399.19717, "orbital_gap_ha": 0.3099, "charge": 0}



3.
{"formula": "C18H15B2BrF8MnN3O6", "method": "wB97M-V/def2-TZVPD", "species": ["Mn", "Br", "B", "F", "F", "F", "F", "B", "F", "F", "F", "F", "C", "C", "C", "C", "C", "C", "N", "O", "O", "H", "H", "H", "H", "H", "C", "C", "C", "C", "C", "C", "N", "O", "O", "H", "H", "H", "H", "H", "C", "C", "C", "C", "C", "C", "N", "O", "O", "H", "H", "H", "H", "H"], "coordinates": [[1.083, 1.327, -0.385], [1.402, 1.903, -2.942], [2.367, 2.809, 1.250], [2.837, 1.885, 2.185], [0.937, 2.722, 1.127], [2.694, 4.111, 1.605], [2.790, 2.454, -0.024], [-0.725, -1.257, -2.636], [0.447, -1.741, -3.282], [-1.395, -0.361, -3.452], [-1.528, -2.357, -2.287], [-0.316, -0.581, -1.432], [-0.250, 0.890, 5.880], [0.897, 0.843, 5.115], [0.815, 0.429, 3.790], [-0.434, 0.091, 3.308], [-1.632, 0.205, 4.018], [-1.487, 0.576, 5.347], [-0.563, -0.358, 1.892], [-1.514, -1.023, 1.600], [0.277, 0.062, 1.117], [-0.137, 1.184, 6.917], [1.876, 0.974, 5.556], [1.622, 0.172, 3.117], [-2.625, 0.012, 3.645], [-2.406, 0.621, 5.919], [-5.642, 0.740, -2.411], [-4.559, -0.084, -2.064], [-3.410, 0.459, -1.492], [-3.393, 1.797, -1.194], [-4.482, 2.635, -1.446], [-5.576, 2.089, -2.080], [-2.208, 2.390, -0.586], [-2.259, 3.554, -0.228], [-1.192, 1.732, -0.577], [-6.383, 0.269, -3.041], [-4.494, -1.101, -2.427], [-2.538, -0.177, -1.408], [-4.442, 3.650, -1.084], [-6.409, 2.721, -2.367], [3.788, -3.970, -3.035], [2.562, -3.586, -2.556], [2.510, -2.614, -1.525], [3.682, -1.997, -1.122], [4.914, -2.490, -1.525], [4.979, -3.437, -2.524], [3.633, -0.829, -0.251], [2.546, -0.264, -0.254], [4.631, -0.449, 0.305], [3.871, -4.560, -3.943], [1.572, -3.788, -2.939], [1.514, -2.354, -1.197], [5.832, -2.002, -1.228], [5.917, -3.926, -2.750]], "atomic_forces_ev_per_a": [[-0.9, -0.5, -3.0], [-0.1, 0.0, 0.8], [0.6, 1.5, 1.6], [-0.2, 0.1, -0.1], [-0.5, 0.2, 0.7], [0.0, -0.5, -0.2], [1.2, 0.2, -0.5], [1.0, -0.1, -0.4], [-0.5, 0.1, 0.2], [-0.3, -0.1, 0.0], [-0.2, 0.2, 0.1], [0.0, -0.4, 0.0], [0.3, 0.3, 0.5], [0.4, -0.7, -0.5], [-0.6, -0.9, -0.3], [-1.1, 0.1, -0.6], [1.2, 0.0, 0.7], [-0.8, 0.1, -0.3], [-0.1, 0.9, 0.8], [-0.2, -0.4, -0.3], [0.2, -0.7, 0.4], [-0.2, -0.1, 0.0], [-0.1, 0.3, 0.0], [0.4, 0.6, 0.3], [0.2, -0.2, -0.4], [0.2, 0.2, 0.3], [1.6, -0.9, 0.2], [0.0, 0.8, -0.6], [-0.1, -0.8, -0.3], [-0.7, 0.3, 0.3], [0.4, -0.5, 0.5], [-0.9, 0.2, -0.4], [0.3, 1.3, -0.6], [-0.2, -0.4, 0.2], [0.0, -0.6, 0.4], [-0.5, 0.4, 0.2], [-0.2, -0.1, 0.2], [0.0, 0.3, 0.4], [0.0, 0.1, -0.3], [0.1, 0.1, 0.1], [0.4, 0.1, -1.1], [-0.2, 1.5, 1.3], [0.0, -0.4, -0.8], [-0.3, -1.0, 0.2], [0.8, 0.7, -0.7], [-0.7, -0.9, 1.0], [-0.1, 0.0, -0.9], [0.3, -0.2, 0.7], [-0.2, 0.1, 0.2], [-0.2, -0.4, 0.3], [0.3, -0.7, -0.4], [0.2, 0.5, 0.2], [-0.1, 0.0, 0.4], [0.1, 0.4, -0.4]], "lowdin_charge": [0.709, -0.088, -1.264, 0.133, 0.056, 0.148, 0.077, -1.292, 0.075, 0.122, 0.098, 0.015, -0.082, -0.048, 0.013, -0.115, 0.007, -0.079, -0.283, 0.147, -0.016, 0.105, 0.114, 0.120, 0.118, 0.105, -0.067, -0.035, 0.020, -0.126, -0.003, -0.090, -0.294, 0.098, 0.000, 0.100, 0.114, 0.098, 0.114, 0.100, -0.079, -0.038, 0.038, -0.129, -0.019, -0.078, -0.283, -0.019, 0.136, 0.103, 0.111, 0.114, 0.116, 0.101], "de_lowest_kj_mol": 0.00, "largest_force_ev_per_a": 3.19, "e_tot_ha": -5884.63615, "orbital_gap_ha": [0.2385, 0.2376], "charge": -1, "spin_multiplicity": 6}



4.
{"formula": "C4H6N4OS", "method": "wB97M-V/def2-TZVPD", "species": ["C", "C", "C", "C", "H", "H", "H", "H", "H", "H", "N", "N", "N", "N", "O", "S"], "coordinates": [[1.644, 0.664, -0.125], [0.336, 0.049, -0.118], [-0.182, -1.238, -0.303], [-2.110, -0.303, -0.058], [1.781, -1.662, 1.169], [3.478, -1.795, 0.833], [3.265, -0.023, -0.964], [0.621, -2.154, -0.666], [-3.649, 0.415, 0.727], [-3.972, -1.115, 0.151], [2.689, -1.444, 0.427], [2.789, -0.125, -0.090], [-1.493, -1.371, -0.331], [-3.465, -0.165, 0.007], [1.682, 1.912, -0.226], [-1.046, 1.109, 0.256]], "atomic_forces_ev_per_a": [[0.0, 2.4, -0.2], [-2.3, -1.3, 1.1], [5.2, -0.8, -1.9], [0.5, 2.5, 0.7], [3.6, 1.6, -3.0], [2.7, -0.2, 1.4], [0.6, -0.4, -0.3], [-2.8, 2.6, 1.3], [-1.5, 2.5, 2.7], [1.3, 2.2, -0.5], [-6.0, -1.4, 0.3], [-0.6, 0.7, 1.4], [-0.7, -2.5, -0.4], [-0.6, -4.3, -1.9], [0.6, -2.4, 0.0], [-0.1, -1.3, -0.7]], "lowdin_charge": [-0.515, -0.440, -0.218, -0.686, 0.186, 0.017, 0.137, 0.179, 0.024, 0.159, -0.025, -0.015, 0.026, 0.086, 0.004, 1.082], "de_lowest_kj_mol": 223.39, "smiles": "NNC(=O)c1cnc(N)s1", "largest_force_ev_per_a": 6.19, "e_tot_ha": -848.38498, "orbital_gap_ha": 0.3192, "charge": 0}



5.
{"formula": "C3H8N2O2", "method": "wB97M-V/def2-TZVPD", "species": ["C", "C", "C", "N", "N", "O", "O", "H", "H", "H", "H", "H", "H", "H", "H"], "coordinates": [[1.587, -1.155, -0.084], [1.334, 1.407, 0.145], [1.201, 0.066, -0.541], [-1.795, 0.796, 0.254], [-1.121, -0.151, 0.274], [-1.694, -1.421, 0.117], [-3.143, 0.691, -0.066], [1.521, -2.150, -0.631], [1.823, -1.167, 0.998], [-0.975, -2.091, 0.292], [0.320, 1.554, 0.590], [1.305, 2.297, -0.520], [2.217, 1.457, 0.861], [0.788, 0.094, -1.587], [-3.365, -0.227, -0.102]], "atomic_forces_ev_per_a": [[-0.4, 0.8, 0.3], [-0.7, 0.1, 0.5], [1.2, -1.4, -1.9], [-3.4, 3.5, -0.9], [3.0, -4.3, 1.4], [-0.3, -0.3, -0.2], [0.2, 1.1, 0.3], [0.0, 1.7, 0.6], [0.4, -0.4, -0.7], [-0.6, 1.5, -0.3], [1.1, 0.0, 0.7], [0.7, -0.8, -0.1], [-1.4, 0.0, -0.8], [0.5, 0.1, 1.0], [-0.3, -1.4, -0.1]], "lowdin_charge": [-0.076, -0.121, -0.296, -0.028, -0.098, -0.019, 0.016, 0.067, 0.058, 0.120, 0.043, 0.074, 0.096, 0.106, 0.057], "de_lowest_kj_mol": 605.98, "smiles": "O/N=N\\O.C=CC", "largest_force_ev_per_a": 5.40, "e_tot_ha": -378.91020, "orbital_gap_ha": 0.3521, "charge": 0}



6.
{"formula": "C4H7NS", "method": "wB97M-V/def2-TZVPD", "species": ["C", "C", "C", "C", "H", "H", "H", "H", "H", "H", "H", "N", "S"], "coordinates": [[-0.765, 0.504, -1.353], [0.281, 0.575, -0.286], [0.854, -0.807, 0.069], [0.275, -0.628, 1.434], [-0.384, 0.308, -2.349], [-1.420, 1.419, -1.399], [-1.375, -0.348, -1.067], [1.087, 1.284, -0.466], [1.905, -0.994, 0.134], [0.347, -1.611, -0.454], [-0.739, 1.142, 1.744], [-0.209, 0.582, 1.125], [0.143, -1.427, 2.868]], "atomic_forces_ev_per_a": [[-1.3, 0.9, 0.2], [0.8, 0.1, 0.4], [-0.3, -1.0, 0.1], [-0.7, 0.1, 1.4], [0.4, 0.1, -0.1], [0.7, -0.8, 0.1], [-0.5, 0.0, -0.2], [-0.2, 0.4, 0.0], [0.7, 0.1, -0.4], [0.2, -0.2, -0.2], [-0.6, 0.9, 0.2], [0.6, -0.6, -1.0], [0.3, 0.0, -0.6]], "lowdin_charge": [-0.061, -0.322, -0.118, -0.888, 0.081, 0.097, 0.080, 0.137, 0.112, 0.118, 0.126, 0.061, 0.579], "de_lowest_kj_mol": 83.96, "smiles": "C[C@@H]1CC(=S)N1", "largest_force_ev_per_a": 1.61, "e_tot_ha": -609.52651, "orbital_gap_ha": 0.3337, "charge": 0}